1.
This record from OMol25 describes C69H164F8N13O21P2S8 as an isolated structure at a distorted geometry. The level of theory is wB97M-V/def2-TZVPD.

Summary:
Total charge = +5
Total energy = -263534.01984 eV
Molecular weight = 1982.609 Da
Lowest unoccupied orbital energy = -6.16 eV
Orbital gap = 9.703 eV

CARTESIAN COORDINATES (ANGSTROEM)
C (-0.970, 6.436, 3.372)
C (0.144, 6.416, 4.419)
C (1.533, 6.870, 3.956)
C (2.498, 7.281, 5.093)
P (3.258, 5.943, 6.095)
C (4.230, 6.828, 7.344)
C (5.080, 7.930, 6.788)
C (6.493, 8.118, 7.425)
C (7.270, 9.412, 7.042)
C (2.219, 4.857, 6.930)
C (1.330, 5.432, 7.989)
C (0.260, 4.477, 8.351)
C (-0.805, 5.055, 9.334)
C (4.416, 5.115, 5.102)
C (5.335, 4.126, 5.885)
C (6.453, 3.408, 4.965)
C (7.164, 2.464, 5.976)
H (-1.139, 7.476, 3.161)
H (-1.914, 6.050, 3.704)
H (-0.733, 5.907, 2.377)
H (0.184, 5.476, 4.888)
H (-0.143, 7.094, 5.297)
H (1.438, 7.784, 3.453)
H (2.054, 6.135, 3.361)
H (2.013, 8.007, 5.817)
H (3.427, 7.730, 4.655)
H (4.933, 6.067, 7.680)
H (3.712, 7.148, 8.234)
H (4.484, 8.852, 6.777)
H (5.369, 7.728, 5.759)
H (7.114, 7.261, 7.183)
H (6.424, 8.099, 8.552)
H (7.650, 9.313, 6.049)
H (8.176, 9.351, 7.682)
H (6.722, 10.301, 7.133)
H (2.961, 4.286, 7.516)
H (1.617, 4.244, 6.303)
H (0.829, 6.333, 7.722)
H (1.974, 5.710, 8.850)
H (0.637, 3.513, 8.655)
H (-0.325, 4.340, 7.428)
H (-1.400, 5.870, 8.902)
H (-0.404, 5.310, 10.322)
H (-1.476, 4.225, 9.555)
H (4.982, 5.927, 4.609)
H (3.948, 4.507, 4.261)
H (4.655, 3.362, 6.252)
H (5.939, 4.555, 6.689)
H (7.142, 4.157, 4.560)
H (6.153, 2.825, 4.122)
H (7.533, 2.956, 6.898)
H (8.043, 1.946, 5.530)
H (6.408, 1.707, 6.274)
C (3.987, -9.209, 7.034)
C (4.095, -8.718, 5.606)
C (5.534, -8.579, 5.068)
C (6.100, -7.201, 5.511)
P (6.951, -6.330, 4.227)
C (5.715, -6.024, 2.929)
C (6.243, -5.691, 1.567)
C (5.163, -5.527, 0.408)
C (5.793, -5.200, -0.953)
C (7.561, -4.737, 4.835)
C (6.549, -3.877, 5.502)
C (7.027, -2.517, 6.016)
C (5.867, -1.831, 6.787)
C (8.392, -7.246, 3.586)
C (9.324, -7.937, 4.708)
C (10.461, -7.040, 5.341)
C (11.808, -7.731, 5.565)
H (2.971, -9.305, 7.331)
H (4.506, -8.509, 7.710)
H (4.429, -10.196, 7.205)
H (3.570, -7.784, 5.549)
H (3.477, -9.407, 4.942)
H (5.354, -8.586, 3.996)
H (6.224, -9.356, 5.287)
H (6.789, -7.353, 6.351)
H (5.460, -6.463, 5.960)
H (5.006, -5.313, 3.273)
H (5.211, -6.975, 2.704)
H (6.984, -6.406, 1.259)
H (6.822, -4.765, 1.551)
H (4.459, -4.762, 0.758)
H (4.629, -6.484, 0.226)
H (6.483, -5.931, -1.357)
H (6.404, -4.328, -0.825)
H (5.092, -4.842, -1.663)
H (7.976, -4.261, 3.941)
H (8.380, -5.010, 5.469)
H (6.058, -4.411, 6.285)
H (5.694, -3.662, 4.777)
H (7.353, -1.859, 5.227)
H (7.842, -2.674, 6.748)
H (6.285, -1.203, 7.532)
H (5.269, -2.553, 7.335)
H (5.278, -1.382, 5.989)
H (9.058, -6.650, 2.964)
H (8.018, -7.986, 2.930)
H (9.705, -8.731, 4.090)
H (8.805, -8.486, 5.442)
H (10.020, -6.594, 6.263)
H (10.732, -6.218, 4.634)
H (11.932, -8.538, 4.854)
H (12.020, -8.221, 6.461)
H (12.604, -7.018, 5.400)
C (3.052, 2.403, -2.749)
C (1.586, 2.703, -2.453)
N (0.662, 1.614, -1.897)
C (0.467, 0.295, -2.279)
C (-0.348, -0.303, -1.357)
N (-0.760, 0.777, -0.467)
C (-0.154, 1.892, -0.878)
C (-1.992, 0.902, 0.348)
H (3.686, 2.196, -1.837)
H (3.433, 3.372, -3.124)
H (3.227, 1.651, -3.570)
H (1.122, 3.047, -3.396)
H (1.608, 3.597, -1.760)
H (0.850, -0.084, -3.253)
H (-0.874, -1.234, -1.213)
H (-0.334, 2.904, -0.451)
H (-2.618, 0.027, 0.181)
H (-2.536, 1.775, 0.188)
H (-1.750, 0.773, 1.435)
C (-3.708, -5.503, 6.435)
C (-3.359, -4.852, 5.122)
N (-4.565, -4.063, 4.629)
C (-4.547, -3.251, 3.496)
C (-5.813, -2.856, 3.261)
N (-6.595, -3.409, 4.255)
C (-5.802, -4.124, 5.050)
C (-7.961, -3.060, 4.491)
H (-2.860, -6.100, 6.727)
H (-4.609, -6.099, 6.219)
H (-3.893, -4.755, 7.223)
H (-3.236, -5.644, 4.347)
H (-2.500, -4.140, 5.017)
H (-3.593, -3.083, 3.072)
H (-6.369, -2.185, 2.615)
H (-6.211, -4.686, 5.826)
H (-8.487, -3.858, 4.994)
H (-8.408, -3.075, 3.512)
H (-8.136, -2.091, 5.073)
C (1.607, 7.775, -9.989)
N (1.105, 7.581, -8.593)
C (0.937, 8.884, -7.958)
C (-0.226, 6.836, -8.534)
C (2.115, 6.645, -7.790)
C (3.459, 7.287, -7.595)
O (3.357, 8.182, -6.440)
H (0.957, 8.524, -10.403)
H (1.599, 6.854, -10.576)
H (2.647, 8.204, -9.974)
H (1.729, 9.628, -8.296)
H (0.977, 8.937, -6.879)
H (-0.018, 9.291, -8.274)
H (-0.159, 5.721, -8.798)
H (-0.906, 7.327, -9.190)
H (-0.480, 6.876, -7.468)
H (2.291, 5.815, -8.448)
H (1.619, 6.423, -6.827)
H (3.747, 7.898, -8.527)
H (4.217, 6.540, -7.359)
H (4.199, 8.687, -6.369)
C (-14.719, 6.657, -1.814)
N (-13.687, 5.714, -2.299)
C (-14.324, 4.632, -3.139)
C (-12.710, 6.478, -3.273)
C (-12.986, 5.133, -1.033)
C (-12.094, 3.995, -1.281)
O (-11.127, 4.244, -2.258)
H (-14.152, 7.369, -1.181)
H (-15.486, 6.204, -1.211)
H (-15.099, 7.261, -2.705)
H (-13.496, 4.049, -3.579)
H (-14.864, 5.194, -3.857)
H (-14.958, 3.923, -2.646)
H (-13.218, 6.417, -4.276)
H (-11.687, 6.104, -3.300)
H (-12.714, 7.549, -3.005)
H (-13.830, 5.010, -0.382)
H (-12.478, 5.981, -0.568)
H (-12.779, 3.226, -1.640)
H (-11.583, 3.795, -0.314)
H (-10.480, 3.541, -2.101)
C (-5.657, 2.455, -4.293)
N (-5.153, 1.385, -5.233)
C (-5.904, 0.161, -4.962)
C (-5.405, 1.897, -6.708)
C (-3.748, 1.087, -4.810)
C (-2.582, 1.926, -5.444)
O (-3.053, 3.291, -5.582)
H (-5.439, 2.146, -3.298)
H (-6.719, 2.557, -4.450)
H (-5.015, 3.379, -4.456)
H (-6.990, 0.427, -5.035)
H (-5.616, -0.141, -3.990)
H (-5.610, -0.596, -5.732)
H (-4.947, 2.927, -6.779)
H (-6.493, 1.876, -6.888)
H (-4.919, 1.197, -7.440)
H (-3.508, 0.057, -5.091)
H (-3.664, 1.104, -3.724)
H (-2.151, 1.535, -6.378)
H (-1.747, 1.949, -4.711)
H (-2.284, 3.884, -5.672)
C (4.607, -5.901, -8.043)
N (4.751, -5.063, -9.272)
C (3.492, -4.275, -9.331)
C (5.855, -4.053, -9.181)
C (4.888, -5.935, -10.574)
C (6.142, -6.838, -10.688)
O (6.028, -7.840, -9.732)
H (4.326, -5.138, -7.303)
H (5.531, -6.471, -7.886)
H (3.814, -6.607, -8.181)
H (3.628, -3.414, -9.964)
H (3.224, -3.941, -8.336)
H (2.713, -4.865, -9.758)
H (6.832, -4.538, -8.845)
H (5.579, -3.338, -8.438)
H (6.096, -3.467, -10.086)
H (4.819, -5.233, -11.370)
H (4.005, -6.475, -10.716)
H (7.059, -6.334, -10.587)
H (6.156, -7.109, -11.717)
H (6.297, -8.723, -10.055)
C (-5.784, -7.950, 0.792)
N (-5.894, -7.313, -0.539)
C (-4.664, -6.405, -0.731)
C (-5.891, -8.319, -1.657)
C (-7.199, -6.515, -0.524)
C (-7.342, -5.228, -1.458)
O (-6.526, -4.188, -1.033)
H (-5.860, -7.203, 1.548)
H (-4.844, -8.495, 0.911)
H (-6.513, -8.755, 0.887)
H (-4.666, -6.067, -1.747)
H (-3.797, -7.045, -0.544)
H (-4.687, -5.562, -0.032)
H (-6.209, -7.817, -2.547)
H (-6.682, -9.041, -1.503)
H (-4.863, -8.679, -1.789)
H (-7.428, -6.254, 0.529)
H (-7.969, -7.247, -0.768)
H (-8.439, -4.952, -1.489)
H (-7.139, -5.529, -2.490)
H (-6.934, -3.443, -0.551)
N (-0.722, 5.034, -3.262)
S (-0.657, 5.627, -4.755)
O (-0.049, 6.926, -4.662)
O (-1.915, 5.452, -5.392)
F (0.390, 4.701, -5.618)
S (-1.830, 5.450, -2.237)
O (-2.021, 6.856, -2.056)
O (-1.629, 4.625, -0.979)
F (-3.205, 4.866, -2.676)
N (-1.113, -3.737, 2.834)
S (-1.617, -5.091, 2.073)
O (-2.950, -5.037, 1.487)
O (-1.248, -6.353, 2.691)
F (-0.532, -4.956, 0.778)
S (-1.209, -2.362, 2.098)
O (-0.804, -1.419, 3.134)
O (-2.432, -2.152, 1.300)
F (-0.122, -2.519, 0.961)
N (-7.772, -0.320, -0.679)
S (-8.860, -1.158, 0.076)
O (-10.003, -0.477, 0.573)
O (-8.142, -2.132, 0.884)
F (-9.374, -2.198, -1.113)
S (-8.194, 0.884, -1.607)
O (-9.368, 1.610, -1.302)
O (-7.823, 0.730, -2.983)
F (-7.029, 1.832, -1.062)
N (2.493, 0.319, -6.964)
S (2.865, -1.047, -6.410)
O (3.929, -1.046, -5.442)
O (2.962, -2.069, -7.419)
F (1.415, -1.507, -5.517)
S (1.407, 1.290, -6.627)
O (1.769, 2.632, -7.054)
O (0.885, 0.940, -5.363)
F (0.247, 0.891, -7.527)

Results of the Mulliken charge analysis, in e, for atoms 1 through 4: C -1.359; C 0.018; C -0.851; C -0.581

---

2.
This record from OMol25 describes C7H28O12Sr2 as an isolated structure at a distorted geometry. The level of theory is wB97M-V/def2-TZVPD.

Summary:
Total charge = +3
Total energy = -33927.92374 eV
⟨S²⟩ = 0.7554
Spin multiplicity = 2
Molecular weight = 479.529 Da
Lowest unoccupied orbital energy (spin up / spin down) = -10.36 / -14.37 eV
Orbital gap (spin up / spin down) = 6.553 / 2.529 eV

CARTESIAN COORDINATES (ANGSTROEM)
Sr (-0.807, -1.302, 3.976)
Sr (-3.826, -1.032, 1.119)
C (-2.531, -5.393, 2.427)
C (-1.798, -4.021, 2.678)
O (-2.505, -2.952, 2.458)
O (-0.580, -3.960, 2.980)
H (-3.516, -5.319, 1.966)
H (-2.594, -6.067, 3.282)
H (-1.883, -5.994, 1.789)
C (0.416, 0.458, 0.036)
C (-1.001, 0.232, 0.543)
O (-1.149, -0.457, 1.571)
O (-1.951, 0.466, -0.208)
H (0.507, 0.516, -1.049)
H (1.109, -0.330, 0.330)
H (0.683, 1.452, 0.394)
C (-2.233, 3.953, -1.115)
O (-1.735, 2.946, -1.899)
H (-3.151, 4.326, -1.569)
H (-2.642, 3.569, -0.181)
H (-1.545, 4.751, -0.833)
H (-1.736, 2.091, -1.463)
C (2.538, -0.584, 3.574)
O (1.782, -1.617, 2.955)
H (1.806, -0.088, 4.211)
H (3.186, -0.956, 4.367)
H (3.019, 0.191, 2.976)
H (2.429, -2.229, 2.597)
C (0.153, -0.844, -5.113)
O (0.093, -0.356, -3.762)
H (0.961, -1.532, -5.363)
H (-0.676, -1.537, -5.256)
H (0.053, 0.054, -5.722)
H (0.131, -1.138, -3.207)
O (1.532, 2.842, 2.392)
H (0.936, 2.195, 2.770)
H (1.851, 3.342, 3.143)
O (-2.892, 0.144, -3.004)
H (-2.033, 0.332, -3.382)
H (-2.764, 0.236, -2.060)
O (3.366, 2.150, 0.453)
H (2.800, 2.416, 1.177)
H (3.013, 2.610, -0.309)
O (2.982, -1.153, -1.937)
H (3.586, -0.835, -1.266)
H (2.118, -0.876, -1.632)
O (1.704, 3.073, -1.613)
H (0.793, 3.346, -1.717)
H (2.000, 2.882, -2.503)

Results of the natural (NBO) charge analysis, in e, for atoms 1 through 4: Sr 1.905; Sr 1.931; C -0.752; C 0.810

---

Q: Which of these has the highest total energy?
A: C7H28O12Sr2

---

Q: Which value of total charge does entry 1 give?
A: +5

---

Please write out number 2 again, unchanged.
This record from OMol25 describes C7H28O12Sr2 as an isolated structure at a distorted geometry. The level of theory is wB97M-V/def2-TZVPD.

Summary:
Total charge = +3
Total energy = -33927.92374 eV
⟨S²⟩ = 0.7554
Spin multiplicity = 2
Molecular weight = 479.529 Da
Lowest unoccupied orbital energy (spin up / spin down) = -10.36 / -14.37 eV
Orbital gap (spin up / spin down) = 6.553 / 2.529 eV

CARTESIAN COORDINATES (ANGSTROEM)
Sr (-0.807, -1.302, 3.976)
Sr (-3.826, -1.032, 1.119)
C (-2.531, -5.393, 2.427)
C (-1.798, -4.021, 2.678)
O (-2.505, -2.952, 2.458)
O (-0.580, -3.960, 2.980)
H (-3.516, -5.319, 1.966)
H (-2.594, -6.067, 3.282)
H (-1.883, -5.994, 1.789)
C (0.416, 0.458, 0.036)
C (-1.001, 0.232, 0.543)
O (-1.149, -0.457, 1.571)
O (-1.951, 0.466, -0.208)
H (0.507, 0.516, -1.049)
H (1.109, -0.330, 0.330)
H (0.683, 1.452, 0.394)
C (-2.233, 3.953, -1.115)
O (-1.735, 2.946, -1.899)
H (-3.151, 4.326, -1.569)
H (-2.642, 3.569, -0.181)
H (-1.545, 4.751, -0.833)
H (-1.736, 2.091, -1.463)
C (2.538, -0.584, 3.574)
O (1.782, -1.617, 2.955)
H (1.806, -0.088, 4.211)
H (3.186, -0.956, 4.367)
H (3.019, 0.191, 2.976)
H (2.429, -2.229, 2.597)
C (0.153, -0.844, -5.113)
O (0.093, -0.356, -3.762)
H (0.961, -1.532, -5.363)
H (-0.676, -1.537, -5.256)
H (0.053, 0.054, -5.722)
H (0.131, -1.138, -3.207)
O (1.532, 2.842, 2.392)
H (0.936, 2.195, 2.770)
H (1.851, 3.342, 3.143)
O (-2.892, 0.144, -3.004)
H (-2.033, 0.332, -3.382)
H (-2.764, 0.236, -2.060)
O (3.366, 2.150, 0.453)
H (2.800, 2.416, 1.177)
H (3.013, 2.610, -0.309)
O (2.982, -1.153, -1.937)
H (3.586, -0.835, -1.266)
H (2.118, -0.876, -1.632)
O (1.704, 3.073, -1.613)
H (0.793, 3.346, -1.717)
H (2.000, 2.882, -2.503)

Results of the natural (NBO) charge analysis, in e, for atoms 1 through 4: Sr 1.905; Sr 1.931; C -0.752; C 0.810

---

Q: Look up the total charge of the first one.
A: +5